DFT (ωB97M-V/def2-TZVPD) results for C3H8N2O3S in the gas phase at a distorted geometry.

XYZ file:
```
17
Properties=species:S:1:pos:R:3:nbo_charge:R:1
C 0.4530 2.2065 0.0335 -0.343
C 0.0352 0.9578 0.4076 -0.233
C -0.2980 -0.1650 -0.5846 0.070
N 0.7495 -1.1659 -0.7639 -0.834
N -1.5683 -0.9093 -0.0595 -0.878
S -2.7538 0.1267 0.1242 2.484
O -2.8317 0.8487 -1.1141 -0.935
O -2.6798 0.8383 1.3834 -0.951
O -4.0183 -0.8432 0.2030 -0.874
H 0.6315 2.9446 0.7581 0.198
H 0.6846 2.5067 -0.9323 0.193
H -0.1786 0.6895 1.4420 0.215
H -0.5688 0.1064 -1.6355 0.240
H 1.3974 -1.1063 -1.4767 0.382
H 1.3031 -1.3424 0.1188 0.357
H -1.3770 -1.3549 0.8733 0.397
H -4.6881 -0.4209 0.7616 0.512
```

Properties
- E: -852.4703 a.u.
- Kohn-Sham gap: 10.200 eV
- Strongest force on any atom: 4.45 eV/A
- HOMO level: -9.60 eV
- Energy above the lowest of the compared OMol25 structures with the same formula, charge and spin: 212.4 kJ/mol
- Multiplicity: 1
- SMILES: C=C[C@@H](N)NS(=O)(=O)O

---

DFT (ωB97M-V/def2-TZVPD) results for 2 unconnected molecules or ions with the total composition C4H8O2.

XYZ file:
```
14
Properties=species:S:1:pos:R:3:nbo_charge:R:1
C -1.6681 0.0447 1.4014 -0.883
C -0.0246 -0.9394 -1.0848 0.588
O -0.0147 0.3050 -1.4666 -0.446
C 1.2502 0.8756 -0.9376 -0.127
C 1.5363 -0.0596 0.2228 -0.332
O 0.8586 -1.2746 -0.2598 -0.368
H -1.9556 -0.9753 1.6743 0.206
H -2.1770 0.3333 0.4752 0.200
H -1.9687 0.7308 2.1975 0.217
H -0.8057 -1.6128 -1.4125 0.195
H 1.9418 0.8976 -1.8028 0.145
H 1.0244 1.9026 -0.6428 0.199
H -0.5784 0.1089 1.2822 0.237
H 2.5814 -0.3368 0.3536 0.169
```

Properties
- E: -307.5496 a.u.
- Kohn-Sham gap (spin up / spin down): 7.682 / 7.681 eV
- Strongest force on any atom: 0.33 eV/A
- HOMO level (spin up / spin down): -6.98 / -6.98 eV
- Energy above the lowest of the compared OMol25 structures with the same formula, charge and spin: 427.4 kJ/mol
- Multiplicity: 1

---

DFT (ωB97M-V/def2-TZVPD) results for 2 unconnected molecules or ions with the total composition C2H2O2 at a distorted geometry.

XYZ file:
```
6
Properties=species:S:1:pos:R:3:nbo_charge:R:1
C -0.1660 0.1645 0.1282 0.719
C 1.1073 0.0452 0.1062 -0.768
O -1.3357 0.2593 -0.0632 -0.435
O -3.1747 -0.3250 0.1105 -0.096
H 2.0470 0.1590 0.6710 0.292
H 1.5221 -0.3029 -0.9527 0.289
```

Properties
- E: -227.6254 a.u.
- Kohn-Sham gap (spin up / spin down): 8.622 / 8.700 eV
- Strongest force on any atom: 4.72 eV/A
- HOMO level (spin up / spin down): -10.06 / -9.95 eV
- Energy above the lowest of the compared OMol25 structures with the same formula, charge and spin: 584.0 kJ/mol
- Multiplicity: 1

---

DFT (ωB97M-V/def2-TZVPD) results for 11 unconnected molecules or ions with the total composition C19H54O12Si at a distorted geometry.

XYZ file:
```
86
Properties=species:S:1:pos:R:3:lowdin_charge:R:1
C 0.9156 0.0296 0.1840 0.101
C 1.2121 1.2340 -0.2895 -0.051
C 1.0916 2.8202 -0.5724 -0.246
C 2.4852 3.5078 -0.9758 -0.026
C 2.1820 3.7519 -2.5510 -0.321
O 2.9732 3.6803 -3.5134 0.090
O 0.7584 4.0486 -2.5834 -0.099
C 0.1528 2.9041 -1.8880 -0.307
Si -1.6891 3.0283 -1.3434 0.586
C -2.3581 4.8172 -1.1771 -0.200
C -2.7731 2.0499 -2.6007 -0.197
C -1.9605 2.2003 0.3948 -0.208
H 0.5386 -0.9451 0.6541 0.069
H 0.6086 3.4169 0.2813 0.138
H 2.4838 4.5903 -0.5956 0.126
H 3.4184 2.9298 -0.6828 0.116
H 0.2459 2.0592 -2.6525 0.137
H -3.3688 4.8486 -1.7143 0.035
H -2.5673 5.0954 -0.0731 0.045
H -1.6723 5.6338 -1.5839 0.036
H -3.3233 1.2257 -2.0267 0.038
H -2.0863 1.6467 -3.4192 0.033
H -3.5145 2.7710 -3.1200 0.046
H -1.3117 2.7477 1.1822 0.046
H -1.6884 1.0806 0.3349 0.025
H -3.0414 2.3264 0.7363 0.048
C 5.2879 0.4923 0.1602 -0.131
O 4.3515 0.2814 1.2091 -0.152
H 6.2652 0.1392 0.4834 0.059
H 4.9773 -0.0652 -0.7269 0.088
H 5.3473 1.5593 -0.0707 0.072
H 3.4936 0.6055 0.8942 0.035
C -3.9896 -1.3114 -4.8366 -0.158
O -3.4202 -0.9291 -3.5936 -0.143
H -4.8611 -0.6859 -5.0312 0.079
H -3.2581 -1.1707 -5.6364 0.077
H -4.2990 -2.3590 -4.7944 0.073
H -2.6528 -1.4961 -3.4453 0.080
C -4.5537 -0.7298 1.5711 -0.156
O -3.1730 -0.4041 1.6109 -0.151
H -5.0383 -0.1230 0.8050 0.077
H -4.6739 -1.7869 1.3249 0.063
H -5.0092 -0.5178 2.5418 0.080
H -2.7712 -0.9549 2.2961 0.073
C -4.3349 -4.7893 3.0037 -0.162
O -3.5173 -3.6561 2.7503 -0.136
H -5.0240 -4.5539 3.8151 0.084
H -4.9051 -5.0378 2.1050 0.077
H -3.7086 -5.6351 3.2950 0.066
H -2.9186 -3.8932 2.0290 0.073
C 3.0222 -0.5842 4.6013 -0.171
O 3.6955 -1.3199 3.5939 -0.138
H 2.8970 -1.2206 5.4782 0.074
H 3.6132 0.2944 4.8743 0.073
H 2.0387 -0.2737 4.2374 0.070
H 3.7935 -0.7335 2.8287 0.027
C 9.3685 0.8339 0.2101 -0.154
O 8.3758 -0.0094 -0.3559 -0.143
H 9.1803 1.8600 -0.1067 0.080
H 9.3220 0.7782 1.3007 0.077
H 10.3575 0.5244 -0.1371 0.075
H 8.5649 -0.9094 -0.0608 0.084
C -0.1226 4.2041 -5.8485 -0.163
O 0.8213 3.2173 -6.2336 -0.129
H -0.9236 4.2352 -6.5881 0.078
H -0.5416 3.9496 -4.8719 0.057
H 0.3656 5.1811 -5.8029 0.081
H 1.5183 3.2121 -5.5619 0.052
C 4.0287 6.1697 2.0248 -0.152
O 3.8265 4.8428 1.5595 -0.142
H 3.5748 6.8638 1.3170 0.080
H 3.5584 6.2930 3.0036 0.077
H 5.0993 6.3762 2.0970 0.078
H 4.2366 4.2497 2.2021 0.082
C -4.4053 -8.9343 3.9129 -0.151
O -5.1405 -7.8550 3.3542 -0.143
H -3.5032 -8.5401 4.3814 0.081
H -5.0115 -9.4423 4.6670 0.076
H -4.1251 -9.6375 3.1243 0.076
H -5.9318 -8.2297 2.9469 0.084
C -3.0815 -7.1863 0.4561 -0.154
O -2.2654 -6.0496 0.2065 -0.129
H -3.7712 -6.9529 1.2670 0.044
H -3.6512 -7.4349 -0.4431 0.080
H -2.4541 -8.0329 0.7474 0.080
H -1.6652 -6.2810 -0.5133 0.077
```

Properties
- E: -1948.3654 a.u.
- Kohn-Sham gap: 10.024 eV
- Strongest force on any atom: 7.08 eV/A
- HOMO level: -9.68 eV
- Multiplicity: 1
- SMILES: C#C[C@H]1CC(=O)O[C@@H]1[Si](C)(C)C.CO.CO.CO.CO.CO.CO.CO.CO.CO.CO

---

DFT (ωB97M-V/def2-TZVPD) results for a gas-phase ion, C2H8BN2O (charge +1) at a distorted geometry.

XYZ file:
```
14
Properties=species:S:1:pos:R:3:nbo_charge:R:1
C 1.7103 -0.5939 0.4986 -0.342
C 1.3044 0.6166 0.1542 -0.063
N 0.0911 0.8080 -0.6961 -0.770
B -1.1069 0.0556 0.0073 1.119
N -1.5897 -1.0981 -0.6147 -1.048
O -1.6010 0.5446 1.1556 -0.854
H 1.5567 -1.4624 -0.1333 0.221
H 2.2228 -0.7349 1.4407 0.256
H 1.8195 1.5280 0.4217 0.242
H -0.1059 1.8049 -0.7822 0.447
H 0.2527 0.4204 -1.6300 0.448
H -2.0469 -1.7403 0.0240 0.429
H -0.9445 -1.6368 -1.1781 0.398
H -1.5625 1.4883 1.3323 0.517
```

Properties
- E: -290.4302 a.u.
- Net charge: +1
- Kohn-Sham gap: 11.229 eV
- Strongest force on any atom: 1.33 eV/A
- HOMO level: -15.00 eV
- Multiplicity: 1
- SMILES: C=C[NH2+]B(N)O

---

DFT (ωB97M-V/def2-TZVPD) results for a molecular structure, C15H18ClN5O5OsS2.

XYZ file:
```
47
Properties=species:S:1:pos:R:3:nbo_charge:R:1
Os -0.5062 0.2518 -0.1752 0.790
C -3.7491 -2.8122 2.9559 -0.630
C -3.8250 -3.2999 1.5128 -0.215
N -2.5217 -3.4791 0.8989 -0.610
C -1.7554 -2.3776 0.5504 0.289
S -2.5654 -0.9126 0.0647 -0.165
N -0.4730 -2.5682 0.5920 -0.436
N 0.2811 -1.4522 0.2329 -0.218
C 1.6139 -1.5423 0.4374 0.113
C 2.2782 -2.7456 1.0144 -0.659
C 2.3153 -0.3668 0.1089 0.143
C 3.7198 -0.2225 0.1955 -0.216
C 4.3096 0.9337 -0.2255 -0.201
C 3.5088 1.9617 -0.7576 -0.288
C 2.1488 1.7863 -0.7921 0.055
N 1.5398 0.6793 -0.3492 -0.461
H -4.7453 -2.6083 3.3538 0.198
H -3.1583 -1.8969 3.0123 0.242
H -3.2746 -3.5588 3.5970 0.193
H -4.3848 -2.5877 0.9074 0.216
H -4.3532 -4.2553 1.4502 0.180
H -1.9381 -4.1714 1.3479 0.380
H 1.5857 -3.5813 1.0344 0.250
H 2.5994 -2.5456 2.0404 0.235
H 3.1553 -3.0227 0.4246 0.200
H 4.3085 -1.0335 0.5986 0.215
H 5.3841 1.0515 -0.1612 0.203
H 3.9382 2.8814 -1.1296 0.206
H 1.4888 2.5364 -1.2023 0.200
O -0.7344 -0.1357 2.9715 -0.873
Cl 0.5013 0.3992 3.4920 2.553
O 0.2186 1.1914 4.6660 -0.884
O 1.4059 -0.6649 3.8192 -0.856
O 1.0890 1.2496 2.4821 -0.892
O -1.6236 1.9304 0.7015 -0.564
N -0.9617 2.9815 1.1303 0.060
C -0.8807 3.1921 2.4548 0.065
C -0.1874 4.2784 2.9387 -0.210
C 0.4279 5.1494 2.0552 -0.186
C 0.3229 4.9088 0.6912 -0.238
C -0.3843 3.8176 0.2455 0.011
H -1.3503 2.4310 3.0592 0.268
H -0.1090 4.3958 4.0091 0.236
H 0.9930 5.9958 2.4195 0.216
H 0.7877 5.5565 -0.0384 0.224
H -0.5321 3.5239 -0.7846 0.257
S -0.7826 0.8583 -2.2056 -0.397
```

Properties
- E: -2579.3830 a.u.
- Net charge: -1
- Kohn-Sham gap (spin up / spin down): 5.393 / 5.297 eV
- Strongest force on any atom: 0.93 eV/A
- HOMO level (spin up / spin down): -3.06 / -2.97 eV
- Energy above the lowest of the compared OMol25 structures with the same formula, charge and spin: 100.9 kJ/mol
- Multiplicity: 2